[1]
The following is a quantum chemistry calculation of C6H8N6 in the gas phase, from the OMol25 dataset.

Structure (XYZ):
```
20
Properties=species:S:1:pos:R:3:nbo_charge:R:1
C 3.72 -0.41 0.22 -0.39
N 2.25 -1.05 -0.13 -0.61
C 1.12 -0.23 -0.34 0.46
N 1.33 1.13 -0.41 -0.57
C 0.26 2.06 -0.23 0.29
N -1.04 1.76 -0.19 -0.50
C -1.25 0.41 -0.17 0.33
C -0.24 -0.50 -0.50 -0.06
N -0.74 -1.73 -0.39 -0.22
N -2.08 -1.73 -0.28 -0.04
N -2.33 -0.34 -0.13 -0.19
C -3.71 0.05 0.23 -0.42
H 4.08 0.22 -0.55 0.22
H 4.52 -1.30 0.33 0.21
H 3.57 0.14 1.22 0.22
H 2.10 -2.08 0.26 0.43
H 0.48 3.07 -0.22 0.18
H -3.76 -0.06 1.42 0.21
H -4.47 -0.54 -0.28 0.24
H -3.80 1.14 0.15 0.23
```

Properties
Kohn-Sham gap, eV: 9.23
Molecular weight, Da: 164.2
Energy relative to the best compared isomer or geometry (same formula, charge and spin), eV: 2.435
Charge: 0
SMILES string: CNc1ncnc2c1nnn2C
Max |F|, eV/A: 5.49

***

[2]
The following is a quantum chemistry calculation of 5 unconnected molecules or ions with the total composition C3H9N5, from the OMol25 dataset.

Structure (XYZ):
```
17
Properties=species:S:1:pos:R:3:nbo_charge:R:1
C -0.37 -0.58 -0.27 0.54
C 1.76 -1.18 0.23 -0.28
C 1.79 0.43 0.37 -0.26
H -4.07 0.29 -0.42 0.24
H -1.75 0.74 1.57 0.38
H -1.85 -1.80 -0.65 0.40
H 2.85 -1.78 -0.19 0.22
H 1.67 -2.00 1.18 0.23
H 2.37 1.04 -0.55 0.20
H 2.26 0.99 1.18 0.23
H 0.63 1.87 -1.76 0.29
H -1.47 1.93 -0.36 0.37
N -2.74 -0.28 0.71 -0.54
N -1.82 -0.75 -0.44 -0.53
N 0.47 -1.43 -0.57 -0.50
N 0.26 0.58 0.36 -0.34
N 0.03 1.93 -0.38 -0.65
```

Properties
Kohn-Sham gap, eV: 7.29
Molecular weight, Da: 115.1
Energy relative to the best compared isomer or geometry (same formula, charge and spin), eV: 16.657
Charge: 0
Max |F|, eV/A: 5.24

***

The following HOMO values (in eV) correspond, in order, to the records above: -8.87, -8.61.